Entry 1:
The following is a quantum chemistry calculation of a cluster of 5 separate species, C27H53FN2O7 in total in a non-equilibrium geometry, from the OMol25 dataset.

Properties
ΔE to the lowest compared entry with this formula, charge and spin: 0.00 kcal per mole
E_LUMO: 0.0843 eV
Frontier orbital gap: 8.228 eV
2S+1: 1

Geometry as XYZ:
```
90
Properties=species:S:1:pos:R:3:mulliken_charge:R:1
C 17.208 -3.651 25.745 -1.919
C 16.334 -4.508 24.836 1.596
C 16.958 -4.454 23.327 -1.719
C 16.396 -5.990 25.409 -1.247
C 15.276 -6.935 24.976 -0.568
C 13.916 -6.371 25.248 -1.103
C 13.757 -5.052 24.506 1.592
C 13.749 -5.353 23.011 -1.735
C 12.425 -4.412 24.882 -2.097
N 14.854 -4.080 24.895 0.163
O 14.622 -2.831 24.407 -0.456
H 16.710 -3.266 26.634 0.399
H 18.067 -4.260 26.026 0.418
H 17.586 -2.844 25.117 0.454
H 18.028 -4.249 23.311 0.456
H 16.737 -5.409 22.850 0.396
H 16.548 -3.633 22.738 0.346
H 17.285 -6.525 25.072 0.297
H 16.531 -5.855 26.482 0.509
H 15.327 -7.201 23.921 0.322
H 15.382 -7.830 25.588 0.374
H 13.868 -6.249 26.330 0.374
H 13.070 -6.980 24.931 0.394
H 13.742 -4.410 22.465 0.412
H 12.860 -5.761 22.530 0.407
H 14.670 -5.778 22.612 0.268
H 11.558 -5.066 24.798 0.455
H 12.015 -3.551 24.353 0.364
H 12.356 -4.244 25.957 0.474
H 14.416 -2.411 25.246 0.373
C -1.205 -11.772 26.513 -2.021
C -0.295 -11.750 27.686 1.477
C 0.468 -13.047 27.995 -1.408
C 0.686 -10.590 27.278 -1.214
C 1.464 -10.037 28.398 -0.729
C 0.339 -9.460 29.392 -1.408
C -0.688 -10.524 29.892 1.661
C 0.055 -11.324 31.096 -1.765
C -1.903 -9.737 30.334 -1.857
N -1.150 -11.386 28.809 0.147
O -2.045 -12.335 29.291 -0.415
H -1.604 -10.777 26.312 0.404
H -0.542 -12.036 25.689 0.447
H -2.024 -12.490 26.484 0.361
H 0.919 -13.563 27.147 0.416
H 1.305 -12.797 28.647 0.320
H -0.195 -13.659 28.606 0.304
H 1.416 -10.994 26.577 0.455
H 0.239 -9.737 26.766 0.401
H 1.990 -10.877 28.852 0.312
H 2.175 -9.285 28.054 0.386
H -0.260 -8.733 28.845 0.483
H 0.840 -8.965 30.224 0.520
H -0.690 -11.948 31.590 0.520
H 0.506 -10.620 31.795 0.427
H 0.884 -11.992 30.860 0.279
H -1.643 -8.745 30.703 0.373
H -2.462 -10.270 31.103 0.354
H -2.589 -9.484 29.526 0.417
H -1.350 -12.888 29.657 0.352
O 9.588 -11.260 33.960 -0.566
C 9.204 -10.324 34.653 0.714
O 8.047 -10.329 35.351 -0.319
C 7.851 -9.087 35.909 -0.423
C 9.284 -8.504 35.992 0.264
F 10.005 -8.808 37.083 -0.272
O 9.792 -9.191 34.833 -0.310
H 7.145 -8.397 35.446 0.304
H 7.516 -9.235 36.936 0.302
H 9.245 -7.416 35.943 0.305
C 8.264 -10.726 24.911 -1.022
C 7.591 -11.988 24.528 0.720
C 7.466 -12.400 23.031 -0.957
O 7.060 -12.728 25.376 -0.563
H 8.287 -10.155 23.983 0.297
H 9.347 -10.701 25.036 0.306
H 7.796 -10.078 25.652 0.301
H 6.869 -13.312 23.052 0.278
H 8.454 -12.714 22.694 0.297
H 6.970 -11.522 22.619 0.342
C 6.522 -7.814 30.813 -1.024
C 7.095 -6.395 30.934 0.863
C 7.338 -5.889 29.557 -1.074
O 7.404 -5.939 32.062 -0.591
H 7.034 -8.390 30.042 0.323
H 5.502 -7.784 30.430 0.299
H 6.498 -8.346 31.764 0.249
H 7.589 -4.831 29.627 0.319
H 6.487 -6.048 28.895 0.332
H 8.218 -6.429 29.211 0.304
```

Entry 2:
The following is a quantum chemistry calculation of a cluster of 3 separate species, C27H53N2O4S in total, from the OMol25 dataset.

Properties
ΔE to the lowest compared entry with this formula, charge and spin: 0.00 kcal per mole
E_LUMO: -2.6725 eV
Frontier orbital gap: 6.741 eV
Charge: +1
2S+1: 1

Geometry as XYZ:
```
87
Properties=species:S:1:pos:R:3:mulliken_charge:R:1
C -0.731 -3.459 2.895 -1.533
C 0.200 -2.809 3.923 0.783
C -0.330 -2.995 5.319 0.235
O -0.640 -4.044 5.788 -0.521
O -0.476 -1.826 6.080 -0.255
C 0.606 -1.560 6.959 -0.539
C 0.642 -0.080 7.295 -0.819
S 0.976 1.082 5.941 0.060
C 2.279 0.268 5.020 -0.874
C 2.871 1.065 3.861 0.371
C 4.292 0.548 3.673 -0.983
O 4.842 1.103 2.500 -0.482
C -0.633 1.042 4.990 -0.744
O -0.521 0.722 3.665 -0.489
C -0.485 1.785 2.757 0.629
C 0.150 2.983 3.039 -0.122
C 0.136 3.990 2.078 -0.816
C -0.512 3.796 0.868 -0.771
C -1.163 2.593 0.615 -0.465
C -1.141 1.574 1.556 -0.555
H -1.731 -3.036 2.971 0.380
H -0.349 -3.259 1.896 0.403
H -0.777 -4.534 3.041 0.380
H 0.310 -1.753 3.691 -0.371
H 1.180 -3.289 3.893 0.330
H 0.459 -2.089 7.904 0.418
H 1.549 -1.921 6.545 0.430
H 1.431 0.103 8.022 0.531
H -0.318 0.236 7.699 0.490
H 1.959 -0.716 4.689 0.245
H 3.043 0.130 5.791 0.844
H 2.910 2.134 4.063 0.257
H 2.317 0.886 2.941 -0.295
H 4.274 -0.546 3.612 0.409
H 4.896 0.807 4.551 0.367
H 5.504 0.497 2.159 0.328
H -1.217 0.279 5.494 0.679
H -1.072 2.026 5.157 0.628
H 0.652 3.158 3.982 0.525
H 0.627 4.932 2.274 0.427
H -0.516 4.578 0.123 0.434
H -1.690 2.446 -0.317 0.560
H -1.638 0.631 1.378 0.450
C 1.046 -1.271 -3.594 -1.026
C 1.203 -0.368 -2.383 -0.233
N 2.266 -0.774 -1.480 0.153
C 2.221 -0.084 -0.210 -0.527
C 2.449 1.433 -0.183 -0.622
C 3.581 -0.925 -2.083 -0.704
C 4.188 0.291 -2.794 -0.983
H 0.900 -2.310 -3.296 0.366
H 0.172 -0.955 -4.166 0.027
H 1.905 -1.220 -4.262 0.331
H 0.267 -0.395 -1.816 0.344
H 1.320 0.671 -2.731 0.238
H 2.944 -0.560 0.463 0.267
H 1.234 -0.285 0.227 0.189
H 3.496 1.700 -0.313 0.203
H 2.138 1.823 0.790 0.048
H 1.859 1.953 -0.939 0.341
H 3.528 -1.750 -2.797 0.420
H 4.264 -1.268 -1.301 0.356
H 3.461 0.791 -3.436 0.254
H 5.014 -0.032 -3.430 0.386
H 4.586 1.026 -2.096 0.278
C -3.020 1.112 -3.945 -1.287
C -4.129 0.771 -4.929 -0.435
N -3.639 0.409 -6.244 0.078
C -4.683 0.374 -7.255 -0.716
C -5.797 -0.670 -7.116 -0.969
C -2.680 -0.680 -6.281 -0.746
C -3.108 -2.035 -5.695 -1.042
H -2.373 1.896 -4.339 0.332
H -3.461 1.469 -3.012 0.438
H -2.404 0.244 -3.701 0.195
H -4.762 1.653 -5.053 0.480
H -4.770 -0.005 -4.482 0.264
H -4.202 0.255 -8.229 0.366
H -5.143 1.367 -7.275 0.421
H -5.456 -1.673 -7.371 0.227
H -6.614 -0.425 -7.797 0.397
H -6.211 -0.696 -6.107 0.274
H -1.772 -0.354 -5.766 0.342
H -2.374 -0.821 -7.320 0.347
H -3.619 -1.926 -4.738 0.242
H -2.227 -2.657 -5.525 0.405
H -3.762 -2.581 -6.372 0.324
```

Entry 3:
The following is a quantum chemistry calculation of a cluster of 2 separate species, C27H54BF3N2O9 in total in a non-equilibrium geometry, from the OMol25 dataset.

Properties
E_LUMO: -0.0870 eV
Frontier orbital gap: 8.310 eV
2S+1: 1

Geometry as XYZ:
```
96
Properties=species:S:1:pos:R:3:mulliken_charge:R:1
C 2.426 2.458 0.517 -1.109
C 2.684 1.201 1.387 -0.855
C 1.717 0.066 0.924 0.456
C 2.013 -1.203 1.739 -1.652
C 1.945 -2.577 1.067 -0.576
N 0.574 -3.052 0.630 0.005
C -0.521 -2.813 1.610 -1.567
C -1.294 -1.487 1.513 0.867
C -2.588 -1.651 2.321 0.667
F -3.562 -2.171 1.576 -0.226
F -3.017 -0.412 2.675 -0.304
F -2.422 -2.366 3.445 -0.287
C 0.244 -2.827 -0.792 0.135
O 0.088 -1.484 -1.110 0.399
C -0.375 -1.211 -2.410 -0.892
C -1.632 -0.307 -2.458 0.237
C -1.238 1.131 -2.867 -1.657
O -2.354 -0.231 -1.247 -0.506
C -1.067 -3.677 -0.956 0.086
O -2.161 -3.098 -1.087 -0.563
O -0.904 -4.914 -0.829 -0.759
C 1.349 -3.514 -1.627 -1.112
O 2.555 -3.854 -0.942 -0.591
C 3.049 -2.930 0.022 1.497
C 3.899 -1.766 -0.543 -1.751
C 3.450 -1.130 -1.883 3.195
C 4.026 0.325 -1.971 -1.435
C 4.073 -1.908 -3.065 -1.944
B 4.121 -3.821 0.852 0.558
O 4.007 -5.202 0.875 -0.566
O 5.188 -3.237 1.517 -0.450
C 5.073 -3.255 2.945 0.241
C 6.474 -3.036 3.543 -1.306
H 2.119 3.318 1.110 0.363
H 1.638 2.231 -0.205 0.062
H 3.324 2.678 -0.061 0.305
H 2.426 1.397 2.433 0.558
H 3.717 0.852 1.340 0.296
H 0.724 0.489 1.086 0.828
H 1.847 -0.011 -0.153 -0.558
H 3.034 -1.108 2.121 0.462
H 1.394 -1.180 2.641 0.548
H 2.125 -3.251 1.923 0.683
H 0.679 -4.079 0.650 0.712
H -1.237 -3.634 1.650 0.788
H -0.051 -2.837 2.597 0.508
H -1.614 -1.199 0.510 -0.460
H -0.742 -0.717 2.050 0.079
H -0.560 -2.099 -3.018 0.569
H 0.419 -0.671 -2.947 0.310
H -2.288 -0.684 -3.250 0.330
H -2.158 1.719 -2.866 0.371
H -0.587 1.511 -2.071 0.345
H -0.754 1.095 -3.842 0.456
H -2.510 0.690 -1.019 0.212
H 1.621 -2.938 -2.517 0.338
H 0.954 -4.446 -2.028 0.470
H 4.893 -2.180 -0.751 1.003
H 4.087 -0.964 0.168 0.102
H 2.371 -1.041 -1.992 -1.750
H 4.674 0.567 -1.125 0.177
H 4.650 0.427 -2.861 0.501
H 3.207 1.044 -2.016 0.232
H 3.679 -2.923 -3.130 0.321
H 5.152 -1.953 -2.893 0.501
H 3.912 -1.350 -3.989 0.494
H 3.734 -5.498 1.749 0.327
H 4.668 -4.206 3.311 0.276
H 4.431 -2.435 3.282 -0.002
H 7.211 -2.973 2.743 0.292
H 6.769 -3.862 4.191 0.331
H 6.518 -2.110 4.117 0.344
C -5.099 3.212 -2.669 -0.931
O -4.108 3.170 -1.657 -0.117
C -3.339 4.367 -1.568 -0.896
C -3.630 5.092 -0.270 -0.257
N -4.972 5.661 -0.273 -0.313
C -5.408 6.165 1.027 -0.687
C -5.584 5.156 2.160 -0.468
O -6.642 4.238 1.958 -0.438
C -6.305 3.080 1.213 -0.485
H -5.539 2.218 -2.743 0.242
H -5.893 3.923 -2.422 0.360
H -4.662 3.472 -3.638 0.366
H -3.497 5.019 -2.431 0.447
H -2.286 4.066 -1.569 0.364
H -2.901 5.897 -0.137 0.400
H -3.500 4.370 0.548 0.182
H -5.627 4.952 -0.576 0.094
H -6.374 6.651 0.866 0.370
H -4.713 6.946 1.352 0.395
H -5.854 5.724 3.054 0.354
H -4.653 4.630 2.404 0.334
H -5.264 2.781 1.363 0.246
H -6.501 3.229 0.148 0.142
H -6.949 2.268 1.552 0.333
```